#i
DFT (the ωB97M-V functional and the def2-TZVPD basis) results for a cluster of 2 separate species, C4H10N in total.

```
! wB97M-V def2-TZVPD RIJCOSX def2/J DEFGRID3
* xyz 1 1
C 0.427 -0.595 -1.472
C -0.011 -0.240 -0.114
C -1.457 -0.335 0.289
C 1.120 0.076 1.880
N 0.272 0.774 -1.156
H 1.410 -1.073 -1.647
H -0.236 -0.921 -2.215
H -2.125 0.009 -0.554
H -1.590 0.322 1.144
H -1.846 -1.272 0.566
H 2.030 -0.488 1.652
H 0.462 -0.178 2.730
H 1.050 1.109 1.441
H 1.086 1.448 -1.120
H -0.593 1.366 -1.425
*
```

Its LUMO energy is -4.4 eV. The molecular weight comes out at 72.1 g mol⁻¹. The value obtained for the HOMO energy is -14.16 eV. For the HOMO-LUMO gap, the calculation gives 9.78 eV.

=====

#ii
DFT (the ωB97M-V functional and the def2-TZVPD basis) results for a cluster of 2 separate species, C4H10N in total.

```
! wB97M-V def2-TZVPD RIJCOSX def2/J DEFGRID3
* xyz 1 1
C 1.696 -0.092 2.012
N 0.908 -0.600 1.137
H 1.313 0.112 3.005
H 2.745 0.000 1.754
H -0.060 -0.275 1.181
H 1.271 -0.831 0.218
C -1.051 -0.866 -0.925
C -0.335 0.421 -1.214
C -0.957 1.566 -0.932
H -1.387 -1.371 -1.834
H -1.833 -0.870 -0.171
H -0.405 -1.685 -0.574
H 0.524 0.456 -1.876
H -0.417 2.489 -1.089
H -2.012 1.546 -0.691
*
```

Its LUMO energy is -5.9 eV. The molecular weight comes out at 72.1 g mol⁻¹. The value obtained for the HOMO energy is -13.64 eV. For the HOMO-LUMO gap, the calculation gives 7.75 eV.

=====

#iii
DFT (the ωB97M-V functional and the def2-TZVPD basis) results for the ion C4H10N with charge +1.

```
! wB97M-V def2-TZVPD RIJCOSX def2/J DEFGRID3
* xyz 1 1
C -0.145 -1.326 -0.063
C -0.694 -0.057 0.525
C 0.526 0.262 -0.409
C -1.861 0.711 -0.121
N 1.929 0.239 0.087
H 0.600 -1.921 0.633
H -0.622 -1.817 -0.813
H -0.546 0.207 1.628
H 0.350 0.550 -1.475
H -2.157 0.338 -1.074
H -1.583 1.702 -0.092
H -2.720 0.573 0.462
H 2.347 1.217 0.493
H 2.649 -0.175 -0.624
H 1.926 -0.503 0.843
*
```

Its LUMO energy is -3.9 eV. The molecular weight comes out at 72.1 g mol⁻¹. The value obtained for the HOMO energy is -14.38 eV. For the HOMO-LUMO gap, the calculation gives 10.47 eV. Its SMILES is C[C@H]1C[C@@H]1[NH3+].

=====

#iv
DFT (the ωB97M-V functional and the def2-TZVPD basis) results for a cluster of 2 separate species, C4H10N in total.

```
! wB97M-V def2-TZVPD RIJCOSX def2/J DEFGRID3
* xyz 1 1
C 0.166 0.764 0.732
N 0.689 -0.356 0.027
C -0.405 -1.235 -0.202
C -1.667 -0.323 -0.416
C -1.143 1.082 -0.013
H -0.058 0.546 1.804
H 0.868 1.602 0.757
H 9.865 0.273 -0.673
H 10.539 -0.014 -0.786
H -0.596 -1.882 0.681
H -0.208 -1.909 -1.066
H -2.007 -0.394 -1.461
H -2.480 -0.672 0.246
H -1.878 1.661 0.533
H -0.867 1.650 -0.920
*
```

Its LUMO energy is -8.9 eV. The molecular weight comes out at 72.1 g mol⁻¹. The value obtained for the HOMO energy is -15.80 eV. For the HOMO-LUMO gap, the calculation gives 6.87 eV.

=====

Stability verdict: #ii, ahead by 0.150 eV

=====

#i
DFT (the ωB97M-V functional and the def2-TZVPD basis) results for a structure of composition C2H8N2O2.

```
! wB97M-V def2-TZVPD RIJCOSX def2/J DEFGRID3
* xyz 0 1
C 2.133 -0.300 0.287
O 0.957 -0.275 -0.462
H -0.550 -1.348 -0.937
H 1.993 -0.217 1.378
H 2.634 -1.260 0.109
H 2.785 0.532 -0.021
N -1.362 -0.734 -0.683
C -0.404 0.750 0.039
O -2.137 -1.313 0.364
N -0.876 1.787 -0.508
H -2.456 -0.514 0.820
H -1.944 -0.515 -1.494
H -0.690 2.632 0.022
H -0.081 0.776 1.087
*
```

Its LUMO energy is 0.7 eV. The molecular weight comes out at 92.1 g mol⁻¹. The value obtained for the HOMO energy is -8.64 eV. For the HOMO-LUMO gap, the calculation gives 9.39 eV.

=====

#ii
DFT (the ωB97M-V functional and the def2-TZVPD basis) results for a cluster of 2 separate species, C2H8N2O2 in total.

```
! wB97M-V def2-TZVPD RIJCOSX def2/J DEFGRID3
* xyz 0 1
C 0.498 -1.063 1.214
O -0.391 -1.869 1.020
O 0.386 -0.027 2.073
H -0.541 0.043 2.348
H -1.306 -1.223 -0.393
H 1.564 -1.246 0.999
H 1.054 -0.325 -0.914
C 0.171 1.520 -0.653
N 0.133 0.073 -0.615
N -1.042 -0.511 -1.110
H -1.052 -1.020 -1.994
H -0.741 1.903 -0.195
H 1.040 1.868 -0.094
H 0.225 1.877 -1.686
*
```

Its LUMO energy is 0.9 eV. The molecular weight comes out at 92.1 g mol⁻¹. The value obtained for the HOMO energy is -9.24 eV. For the HOMO-LUMO gap, the calculation gives 10.15 eV. Its SMILES is O=CO.CNN.

=====

#iii
DFT (the ωB97M-V functional and the def2-TZVPD basis) results for a cluster of 2 separate species, C2H8N2O2 in total.

```
! wB97M-V def2-TZVPD RIJCOSX def2/J DEFGRID3
* xyz 0 1
C -0.332 -1.381 -1.515
N -0.019 -0.026 -1.351
C 0.152 0.665 -0.227
N 0.836 1.963 -0.443
O -0.322 0.399 0.879
H -0.751 -1.685 -0.572
H -1.153 -1.555 -2.294
H 0.547 -2.062 -1.730
H -0.078 0.558 -2.181
H 0.274 2.619 0.211
H 0.839 2.289 -1.397
H -0.087 -1.359 3.492
H 0.278 0.081 3.254
O -0.184 -0.504 3.874
*
```

Its LUMO energy is 0.5 eV. The molecular weight comes out at 92.1 g mol⁻¹. The value obtained for the HOMO energy is -10.06 eV. For the HOMO-LUMO gap, the calculation gives 10.60 eV. Its SMILES is CNC(N)=O.O.

=====

#iv
DFT (the ωB97M-V functional and the def2-TZVPD basis) results for a cluster of 2 separate species, C2H8N2O2 in total.

```
! wB97M-V def2-TZVPD RIJCOSX def2/J DEFGRID3
* xyz 0 1
N 0.514 -1.877 -0.317
C 0.818 -0.484 -0.036
C 0.155 0.495 -1.001
N -1.042 0.103 -1.473
O 0.671 1.578 -1.207
H 0.788 -2.489 0.436
H 0.922 -2.150 -1.210
H 0.615 -0.289 1.016
H 1.878 -0.177 -0.094
H -1.356 -0.844 -1.366
H -1.557 0.634 -2.158
H -1.265 0.980 2.401
H -0.189 0.915 3.414
O -1.042 0.504 3.218
*
```

Its LUMO energy is 0.7 eV. The molecular weight comes out at 92.1 g mol⁻¹. The value obtained for the HOMO energy is -9.66 eV. For the HOMO-LUMO gap, the calculation gives 10.38 eV. Its SMILES is NCC(N)=O.O.

=====

Stability verdict: #iv, ahead by 0.295 eV

=====

#i
DFT (the ωB97M-V functional and the def2-TZVPD basis) results for a cluster of 2 separate species, C2H8N2O2 in total.

```
! wB97M-V def2-TZVPD RIJCOSX def2/J DEFGRID3
* xyz 0 1
O -1.886 -1.604 0.850
C -1.839 -0.965 -0.174
N -0.702 -0.644 -0.864
C 0.667 -0.899 -0.341
N 0.898 -0.382 0.996
H -2.809 -0.662 -0.619
H -0.710 0.145 -1.488
H 0.787 -1.971 -0.425
H 1.381 -0.423 -1.031
H 0.705 0.604 1.094
H 0.305 -1.028 1.505
H 0.226 2.613 0.452
H 1.792 2.668 -0.343
O 1.186 2.548 0.389
*
```

Its LUMO energy is 0.4 eV. The molecular weight comes out at 92.1 g mol⁻¹. The value obtained for the HOMO energy is -9.25 eV. For the HOMO-LUMO gap, the calculation gives 9.65 eV. Its SMILES is NCNC=O.O.

=====

#ii
DFT (the ωB97M-V functional and the def2-TZVPD basis) results for a cluster of 2 separate species, C2H8N2O2 in total.

```
! wB97M-V def2-TZVPD RIJCOSX def2/J DEFGRID3
* xyz 0 1
N -0.732 1.152 1.049
C -0.907 -0.239 0.644
N -1.811 -0.534 -0.472
H -1.551 1.638 0.737
H 0.156 1.557 0.814
H -1.412 -0.759 1.469
H 0.059 -0.682 0.473
H -1.620 0.095 -1.235
H -2.785 -0.554 -0.219
O 2.231 1.209 -0.641
C 2.093 0.034 -0.799
O 2.388 -0.859 0.136
H 1.692 -0.310 -1.765
H 2.199 -1.748 -0.192
*
```

Its LUMO energy is 0.6 eV. The molecular weight comes out at 92.1 g mol⁻¹. The value obtained for the HOMO energy is -8.79 eV. For the HOMO-LUMO gap, the calculation gives 9.36 eV. Its SMILES is O=CO.NCN.

=====

#iii
DFT (the ωB97M-V functional and the def2-TZVPD basis) results for a structure of composition C2H8N2O2.

```
! wB97M-V def2-TZVPD RIJCOSX def2/J DEFGRID3
* xyz 0 1
C -1.897 -0.482 -0.380
C -0.150 0.372 -0.064
N 2.120 -0.343 0.216
N 0.720 -0.762 0.232
O -0.014 0.875 -1.333
O -0.123 1.316 0.941
H -2.455 -0.543 0.543
H -2.266 0.028 -1.195
H -1.467 -1.331 -0.834
H 2.575 -1.291 0.325
H 2.350 0.185 1.064
H 0.540 -1.273 1.139
H 0.865 1.157 -1.449
H -0.797 2.093 0.796
*
```

Its LUMO energy is 0.7 eV. The molecular weight comes out at 92.1 g mol⁻¹. The value obtained for the HOMO energy is -9.11 eV. For the HOMO-LUMO gap, the calculation gives 9.83 eV.

=====

Stability verdict: #ii, ahead by 0.060 eV

=====

#i
DFT (the ωB97M-V functional and the def2-TZVPD basis) results for a cluster of 2 separate species, C2H8N2O2 in total.

```
! wB97M-V def2-TZVPD RIJCOSX def2/J DEFGRID3
* xyz 0 1
N 1.654 -0.092 -0.877
C 0.908 1.173 -0.839
C -0.368 1.149 0.001
N -1.159 0.024 -0.151
O -0.607 1.931 0.906
H 1.281 -0.733 -0.192
H 2.617 0.119 -0.719
H 1.574 1.951 -0.476
H 0.552 1.519 -1.823
H -0.976 -0.646 -0.894
H -1.770 -0.155 0.606
H 0.259 -2.942 1.421
H -1.268 -3.155 1.271
O -0.450 -2.956 0.811
*
```

Its LUMO energy is 0.6 eV. The molecular weight comes out at 92.1 g mol⁻¹. The value obtained for the HOMO energy is -9.24 eV. For the HOMO-LUMO gap, the calculation gives 9.79 eV. Its SMILES is NCC(N)=O.O.

=====

#ii
DFT (the ωB97M-V functional and the def2-TZVPD basis) results for a structure of composition C2H8N2O2.

```
! wB97M-V def2-TZVPD RIJCOSX def2/J DEFGRID3
* xyz 0 1
C -0.959 -0.180 0.318
C 0.657 -0.381 1.432
N -0.510 -0.140 -2.380
N 1.290 0.873 1.526
O 0.119 -0.735 -0.280
O -1.223 1.033 0.223
H -0.883 0.689 -1.896
H -1.779 -0.929 0.282
H -1.172 -0.854 -2.640
H 0.459 -0.265 -2.629
H 1.929 1.040 0.758
H 0.610 1.624 1.541
H 0.080 -0.582 2.338
H 1.381 -1.193 1.407
*
```

Its LUMO energy (spin up / spin down) is 0.7 / 0.7 eV. The molecular weight comes out at 92.1 g mol⁻¹. The value obtained for the HOMO energy (spin up / spin down) is -8.44 / -8.44 eV. For the HOMO-LUMO gap (spin up / spin down), the calculation gives 9.14 / 9.14 eV.

=====

Stability verdict: #i, ahead by 3.470 eV

=====

#i
DFT (the ωB97M-V functional and the def2-TZVPD basis) results for a cluster of 3 separate species, C3H12O2S2 in total.

```
! wB97M-V def2-TZVPD RIJCOSX def2/J DEFGRID3
* xyz 0 1
C 3.953 -1.013 -1.217
C 2.613 -0.521 -0.469
S 1.917 0.782 -1.399
S -0.119 0.388 -1.480
C -0.802 0.504 0.217
H 4.365 -0.245 -1.868
H 3.873 -1.910 -1.832
H 4.611 -1.181 -0.370
H 1.913 -1.338 -0.327
H 3.075 -0.258 0.480
H -1.868 0.718 0.165
H -0.614 -0.454 0.688
H -0.353 1.417 0.608
H -2.473 2.421 1.765
H -2.420 3.888 1.794
O -1.896 3.124 2.024
H -4.551 -2.369 0.266
H -5.855 -1.693 0.189
O -5.368 -2.261 0.766
*
```

Its LUMO energy is 0.3 eV. The molecular weight comes out at 144.3 g mol⁻¹. The value obtained for the HOMO energy is -8.40 eV. For the HOMO-LUMO gap, the calculation gives 8.68 eV. Its SMILES is CCSSC.O.O.

=====

#ii
DFT (the ωB97M-V functional and the def2-TZVPD basis) results for a cluster of 3 separate species, C3H12O2S2 in total.

```
! wB97M-V def2-TZVPD RIJCOSX def2/J DEFGRID3
* xyz 0 1
C -0.768 0.485 2.122
C -1.840 -0.572 2.326
C -0.130 0.382 0.748
S 1.622 0.848 0.904
S 2.592 -0.189 -0.635
H -1.239 1.472 2.181
H -0.007 0.587 2.900
H -2.386 -0.678 1.389
H -2.562 -0.337 3.104
H -1.357 -1.505 2.611
H -0.176 -0.641 0.366
H -0.621 0.990 0.005
H 1.876 -1.320 -0.543
H -0.083 0.528 -2.301
H 1.056 1.352 -2.844
O 0.090 1.319 -2.827
H -4.354 -3.198 -2.379
H -5.667 -2.425 -2.161
O -4.744 -2.475 -1.875
*
```

Its LUMO energy is 0.4 eV. The molecular weight comes out at 144.3 g mol⁻¹. The value obtained for the HOMO energy is -8.53 eV. For the HOMO-LUMO gap, the calculation gives 8.93 eV. Its SMILES is CCCSS.O.O.

=====

Stability verdict: #ii, ahead by 0.356 eV